(1)
{"formula": "C25H43BrClF4O8PS3", "method": "the ωB97M-V functional and the def2-TZVPD basis", "species": ["C", "C", "C", "C", "C", "C", "C", "C", "C", "C", "C", "C", "C", "C", "P", "O", "O", "S", "C", "C", "Br", "C", "C", "S", "O", "O", "F", "C", "C", "C", "C", "F", "F", "F", "O", "S", "O", "O", "C", "Cl", "C", "C", "O", "H", "H", "H", "H", "H", "H", "H", "H", "H", "H", "H", "H", "H", "H", "H", "H", "H", "H", "H", "H", "H", "H", "H", "H", "H", "H", "H", "H", "H", "H", "H", "H", "H", "H", "H", "H", "H", "H", "H", "H", "H", "H", "H"], "positions_angstrom": [[8.124, -2.421, 0.581], [7.567, -1.634, -0.617], [7.264, -0.162, -0.293], [6.250, 0.421, -1.304], [4.868, 0.529, -0.649], [3.867, 1.403, -1.412], [3.841, 1.198, -2.931], [2.429, 1.497, -3.461], [1.577, 0.236, -3.447], [0.080, 0.486, -3.593], [-0.720, -0.678, -2.973], [-0.919, -0.448, -1.451], [-2.192, 0.387, -1.193], [-3.285, -0.042, -0.157], [-4.706, 0.916, -1.000], [-5.944, 1.143, -0.016], [-4.046, 2.340, -1.407], [-5.360, 0.099, -2.625], [-2.960, 0.472, 1.360], [-4.016, -0.077, 2.412], [-5.584, 1.024, 2.881], [-3.425, -0.446, 3.803], [-4.473, -1.075, 4.739], [-2.863, 2.297, 1.549], [-1.907, 2.928, 0.709], [-2.685, 2.472, 2.950], [-4.221, 2.944, 1.156], [-1.571, -0.065, 1.781], [-0.285, 0.732, 1.437], [0.162, 1.683, 2.555], [1.670, 1.760, 2.614], [2.205, 2.309, 1.505], [2.017, 2.587, 3.651], [2.258, 0.573, 2.872], [-1.327, -1.441, 1.428], [-2.455, -2.464, 0.991], [-3.189, -2.903, 2.143], [-1.790, -3.512, 0.296], [-3.617, -1.569, -0.179], [-3.227, -2.306, -1.774], [-5.069, -2.017, 0.126], [-5.737, -2.999, -0.841], [-6.695, -2.711, -1.522], [7.677, -3.411, 0.611], [9.203, -2.509, 0.519], [7.854, -1.943, 1.520], [6.620, -2.090, -0.898], [8.266, -1.655, -1.448], [8.174, 0.436, -0.269], [6.849, -0.142, 0.713], [6.552, 1.428, -1.586], [6.219, -0.253, -2.155], [5.027, 0.991, 0.326], [4.460, -0.461, -0.437], [4.042, 2.441, -1.136], [2.876, 1.162, -1.022], [4.146, 0.184, -3.177], [4.549, 1.902, -3.363], [2.521, 1.920, -4.461], [1.988, 2.276, -2.838], [1.803, -0.318, -2.533], [1.931, -0.388, -4.269], [-0.192, 0.671, -4.628], [-0.151, 1.379, -3.009], [-0.141, -1.589, -3.119], [-1.677, -0.836, -3.464], [-0.006, 0.056, -1.150], [-0.872, -1.434, -1.006], [-1.884, 1.406, -0.991], [-2.656, 0.473, -2.172], [-6.314, 2.030, -0.018], [-4.775, 2.968, -1.464], [-4.452, -1.015, 2.107], [-2.693, -1.232, 3.666], [-3.016, 0.428, 4.299], [-5.237, -1.632, 4.206], [-3.940, -1.808, 5.345], [-4.886, -0.363, 5.441], [-1.454, -0.040, 2.854], [0.496, -0.019, 1.339], [-0.301, 1.274, 0.503], [-0.144, 1.370, 3.551], [-0.165, 2.707, 2.417], [-5.781, -1.210, 0.277], [-5.057, -2.582, 1.061], [-5.369, -4.039, -0.836]], "mulliken_charge": [-1.159, -0.373, -0.806, -0.488, -0.916, 0.296, -0.787, -1.000, -0.470, -1.000, -1.542, 0.223, -3.755, 1.687, 0.574, -0.520, -0.441, -0.418, 1.112, -0.191, -0.014, -0.378, -1.587, 1.667, -0.674, -0.672, -0.180, -0.130, -2.592, -0.700, 0.700, -0.246, -0.315, -0.268, -0.673, 1.605, -0.692, -0.722, 1.187, -0.143, -0.892, -0.494, -0.473, 0.316, 0.293, 0.338, 0.289, 0.319, 0.326, 0.416, 0.379, 0.334, 0.402, 0.194, 0.403, -0.418, 0.315, 0.437, 0.445, 0.386, 0.337, 0.276, 0.574, 0.299, 0.493, 0.682, -0.537, 0.573, 0.419, 1.301, 0.431, 0.463, 0.079, 0.379, 0.376, 0.329, 0.458, 0.419, 0.722, 0.975, 0.331, 0.351, 0.416, 0.410, 0.503, 0.427], "total_energy_ha": -6549.86251, "spin_multiplicity": 1, "smiles": "CCCCCCCCCCCCC[C@]1(P(O)(O)=S)[C@]([C@H](Br)CC)(S(=O)(=O)F)[C@H](CCC(F)(F)F)OS(=O)(=O)[C@@]1(Cl)CC=O", "homo_energy_ev": -9.0}



(2)
{"formula": "C25H43Cl2CsGeN4O9P2S2Sb2Se", "method": "the ωB97M-V functional and the def2-TZVPD basis", "species": ["Cs", "N", "C", "N", "C", "C", "S", "C", "C", "S", "C", "N", "N", "H", "H", "H", "H", "H", "H", "O", "P", "O", "O", "O", "P", "O", "O", "O", "H", "H", "C", "Sb", "C", "C", "C", "C", "C", "C", "C", "C", "C", "Sb", "C", "C", "H", "H", "H", "H", "H", "H", "H", "H", "H", "H", "H", "H", "H", "H", "H", "H", "H", "H", "H", "H", "C", "Ge", "C", "C", "C", "Se", "C", "H", "H", "H", "H", "H", "H", "H", "H", "H", "H", "H", "H", "H", "H", "Cl", "C", "Cl", "C", "O", "O", "H"], "positions_angstrom": [[1.147, 0.847, 0.438], [-0.788, -0.294, 4.173], [0.176, -1.153, 3.885], [0.665, -1.468, 2.709], [1.696, -2.393, 2.798], [1.976, -2.766, 4.100], [1.005, -1.973, 5.279], [2.311, -2.855, 1.546], [3.399, -3.703, 1.444], [3.844, -4.018, -0.170], [2.533, -2.933, -0.668], [1.891, -2.373, 0.375], [2.295, -2.739, -1.952], [-0.726, 0.674, 3.539], [-1.075, -0.251, 5.150], [2.733, -3.502, 4.440], [3.964, -4.133, 2.289], [3.003, -2.992, -2.629], [1.474, -2.178, -2.342], [-1.807, -0.520, -4.283], [-0.216, -0.700, -4.166], [0.472, -0.828, -5.454], [0.067, -1.711, -3.078], [0.226, 0.807, -3.499], [-0.443, 2.046, -2.781], [-1.100, 3.029, -3.863], [0.473, 2.685, -1.750], [-1.794, 1.489, -2.219], [-2.114, -0.690, -5.162], [-0.702, 3.072, -4.788], [-3.159, 3.096, 0.348], [-2.964, 1.178, -0.596], [-4.596, 1.018, -2.066], [-4.065, -0.135, 1.490], [-4.846, -1.179, 0.912], [-6.145, -0.908, 0.467], [-6.961, -1.901, -0.089], [-6.495, -3.206, -0.197], [-5.193, -3.497, 0.210], [-4.370, -2.534, 0.779], [-3.084, -2.985, 1.304], [-1.387, -2.885, -0.248], [-2.230, -3.665, -2.117], [-0.487, -4.775, 0.404], [-4.233, 3.279, 0.469], [-2.652, 3.838, -0.298], [-2.656, 3.025, 1.326], [-5.407, 0.338, -1.735], [-4.083, 0.665, -2.982], [-5.011, 1.993, -2.241], [-4.598, 0.799, 1.789], [-3.159, -0.396, 2.023], [-6.515, 0.103, 0.584], [-7.945, -1.629, -0.449], [-7.111, -3.980, -0.623], [-4.809, -4.508, 0.115], [-3.099, -4.037, 1.618], [-2.693, -2.372, 2.099], [-2.729, -4.636, -1.966], [-1.397, -3.672, -2.823], [-3.000, -2.949, -2.419], [-1.362, -5.501, 0.369], [-0.124, -4.722, 1.430], [0.338, -5.113, -0.274], [7.129, 4.340, -0.016], [5.425, 3.298, -0.110], [4.192, 3.818, -1.557], [4.396, 3.405, 1.586], [5.889, 1.455, -0.571], [4.369, 0.310, -0.839], [3.959, 0.801, -2.717], [6.940, 5.324, 0.474], [7.602, 4.509, -1.007], [7.856, 3.799, 0.618], [3.944, 4.912, -1.561], [3.247, 3.230, -1.420], [4.594, 3.582, -2.567], [3.563, 4.145, 1.510], [5.103, 3.713, 2.397], [4.051, 2.404, 1.846], [6.470, 0.983, 0.235], [6.499, 1.480, -1.501], [2.951, 1.193, -2.679], [3.935, -0.139, -3.314], [4.674, 1.512, -3.152], [-1.964, 5.056, 3.498], [-0.416, 4.215, 3.323], [0.382, 4.258, 1.660], [-0.454, 2.715, 3.858], [-0.490, 2.550, 5.104], [-0.485, 1.798, 2.925], [0.277, 4.709, 4.005]], "mulliken_charge": [0.529, -0.390, 0.168, 0.138, -0.102, -0.298, -0.326, -0.252, -0.231, -0.406, 0.099, 0.261, -0.022, 0.215, 0.199, 0.291, 0.350, 0.219, 0.158, -0.378, 0.890, -0.813, -0.653, -0.054, -0.044, -0.536, -0.515, -0.926, 0.259, 0.310, -1.079, 1.771, -1.137, -2.209, 1.526, -0.738, -0.367, -0.728, -0.326, 0.719, -1.930, 0.642, -1.301, -1.406, 0.356, 0.350, 0.078, 0.308, 0.146, 0.382, 0.554, 0.141, 0.310, 0.360, 0.354, 0.281, 0.570, 0.522, 0.430, 0.333, 0.296, 0.486, 0.349, 0.352, -1.152, 0.702, -0.921, -0.961, -1.044, 0.028, -0.467, 0.316, 0.329, 0.346, 0.355, 0.137, 0.299, 0.265, 0.364, 0.246, 0.424, 0.336, -0.081, 0.341, 0.344, -0.153, -0.086, -0.059, 0.400, -0.685, -0.515, 0.353], "total_energy_ha": -9253.39418, "spin_multiplicity": 1, "homo_energy_ev": -0.2, "total_charge": -2, "de_lowest_kcal_mol": 0.00}



(3)
{"formula": "C25H43F3MoP2", "method": "the ωB97M-V functional and the def2-TZVPD basis", "species": ["Mo", "C", "C", "C", "C", "C", "C", "H", "H", "H", "C", "H", "H", "H", "C", "H", "H", "H", "C", "H", "H", "H", "C", "H", "H", "H", "C", "C", "C", "C", "C", "C", "C", "C", "H", "H", "H", "H", "H", "H", "H", "H", "H", "H", "H", "H", "P", "P", "C", "C", "H", "H", "H", "H", "C", "H", "H", "H", "C", "H", "H", "H", "C", "H", "H", "H", "C", "H", "H", "H", "F", "C", "F", "F"], "positions_angstrom": [[-0.303, -2.080, -1.749], [0.037, 0.774, -2.154], [-1.169, -0.105, -2.238], [-0.988, 0.862, -0.099], [0.111, 1.317, -0.866], [-1.795, 0.003, -0.883], [0.983, 1.101, -3.242], [0.736, 0.603, -4.181], [2.003, 0.801, -2.972], [1.043, 2.187, -3.424], [1.128, 2.298, -0.405], [2.071, 2.145, -0.944], [1.313, 2.201, 0.673], [0.813, 3.339, -0.584], [-1.248, 1.256, 1.301], [-1.886, 2.143, 1.375], [-0.325, 1.509, 1.831], [-1.753, 0.470, 1.869], [-3.195, -0.363, -0.546], [-3.867, 0.501, -0.688], [-3.283, -0.637, 0.516], [-3.572, -1.187, -1.165], [-1.913, -0.407, -3.502], [-2.537, 0.463, -3.775], [-2.575, -1.284, -3.392], [-1.213, -0.587, -4.336], [2.565, -4.883, -2.015], [2.422, -4.077, -3.089], [1.472, -4.403, -4.226], [-0.071, -4.239, -3.987], [-0.543, -3.892, -2.583], [-0.230, -4.714, -1.440], [0.363, -6.103, -1.509], [1.877, -6.212, -1.907], [1.635, -5.446, -4.576], [-0.565, -5.200, -4.241], [1.682, -3.715, -5.072], [1.967, -6.822, -2.831], [3.378, -4.707, -1.301], [3.185, -3.302, -3.307], [2.398, -6.785, -1.116], [0.287, -6.540, -0.483], [-0.795, -4.625, -0.488], [-0.213, -6.790, -2.174], [-0.424, -3.419, -4.628], [-1.547, -3.326, -2.653], [2.792, -2.030, -0.090], [-0.737, -2.504, 1.072], [1.914, -3.522, 0.511], [0.834, -3.398, 1.630], [2.720, -4.201, 0.840], [1.441, -4.045, -0.340], [0.534, -4.413, 1.951], [1.279, -2.846, 2.478], [-1.302, -1.960, 2.732], [-2.084, -1.196, 2.626], [-0.477, -1.575, 3.346], [-1.755, -2.837, 3.234], [-2.322, -3.477, 0.811], [-2.480, -4.181, 1.637], [-2.405, -3.987, -0.154], [-3.120, -2.721, 0.837], [4.448, -2.053, -0.745], [4.522, -1.359, -1.587], [4.667, -3.064, -1.069], [5.102, -1.707, 0.056], [1.882, -1.684, -1.674], [1.290, -0.734, -1.538], [1.337, -2.663, -2.078], [2.607, -1.538, -2.506], [3.411, 0.425, 0.776], [2.865, -0.732, 1.263], [3.689, -1.169, 2.269], [1.660, -0.361, 1.828]], "mulliken_spin": [1.468, 0.087, 0.083, 0.025, -0.056, -0.072, 0.014, 0.002, -0.001, 0.000, -0.006, -0.004, 0.003, 0.001, -0.005, -0.001, 0.002, -0.001, 0.005, 0.001, 0.001, 0.002, -0.054, -0.004, 0.006, 0.003, 0.039, -0.011, -0.005, 0.115, 0.135, 0.127, 0.018, 0.004, 0.000, -0.005, 0.001, -0.004, 0.000, 0.000, 0.001, 0.002, -0.009, 0.020, 0.005, -0.039, 0.014, 0.042, 0.037, -0.002, 0.000, 0.024, -0.002, 0.002, 0.013, 0.000, 0.000, 0.000, 0.007, 0.001, -0.007, 0.004, 0.005, -0.003, 0.002, 0.000, 0.131, -0.094, -0.115, 0.027, 0.002, 0.021, 0.001, -0.001], "total_energy_ha": -2028.03259, "spin_multiplicity": 3, "homo_energy_ev": [-12.9, -13.1], "total_charge": 2, "s_squared": 2.06}